The following is a quantum chemistry calculation of a cluster of 3 separate species, C28H58ClFN2O10P in total, from the OMol25 dataset.

Geometry (Å):
Cl -1.57833 -3.64941 -4.07485
P -1.01316 -0.79522 -1.70176
F -1.79891 2.39239 0.03349
O 1.77503 -3.21487 -2.47385
O -2.50659 0.83792 1.29586
O 3.31514 1.03012 2.92925
O 0.31466 -1.70176 -2.59525
O 1.21196 2.19922 9.36428
O 2.22091 4.01181 8.44926
O 2.56370 1.90282 7.70567
O -6.85796 0.34789 -6.58281
O -5.87160 -0.98457 -5.03670
O -6.19656 1.23161 -4.72194
N 1.18660 -2.37393 -1.85112
N -0.14408 -0.95648 -0.17818
C 0.51342 3.04840 10.28289
C -6.26361 0.08985 -5.41145
C 3.22368 -0.36199 -3.46182
C 5.18581 1.03108 0.10048
C 1.95178 1.12563 3.29756
C -1.92334 -2.49863 -1.55340
C -2.51850 0.19753 -0.93975
C -7.04020 -0.78568 -7.43984
C -5.66068 1.08200 -3.40381
C 2.02267 2.82401 8.50455
C -0.09694 -3.13809 1.15850
C 5.47614 1.45958 -1.37717
C 2.19365 -2.21617 1.61476
C -2.25375 1.10666 0.20766
C 1.43641 0.86754 -1.98132
C -0.63679 3.77225 9.61309
C 3.76099 1.45159 0.54132
C -3.68071 -4.00468 -2.46907
C 2.29782 0.86625 -3.28102
C 5.49117 0.28536 -2.38217
C 3.69968 2.02428 1.99292
C 4.23777 -0.64228 -2.33369
C -0.09882 0.81241 -2.21145
C -2.66359 -2.89216 -2.86037
C 3.38770 2.43786 6.66633
C 1.05271 -3.09345 2.20477
C -8.18022 -1.66620 -6.96996
C -0.69513 -1.71743 0.92854
H 2.40277 -2.60265 0.61610
H 2.77330 2.97541 5.94547
H -1.71790 -0.67986 -2.96855
H 5.54598 0.72389 -3.38619
H -0.37922 -1.18274 1.84322
H 3.78127 -0.69317 -1.34123
H -9.09579 -1.08094 -6.86433
H 0.69591 -2.68818 3.15823
H -7.27162 -0.38386 -8.42583
H 2.60322 -1.22255 -3.71809
H -5.53759 2.07712 -2.98381
H 3.82859 -0.15171 -4.36043
H 4.15942 3.09023 7.07148
H 6.49333 1.88686 -1.37142
H 4.62086 -1.65417 -2.52732
H -0.27923 4.45663 8.84463
H 5.94904 1.37730 0.80327
H -4.37282 -4.17162 -3.30152
H 4.82964 2.28329 -1.69580
H -0.89782 -3.74737 1.61291
H 1.88779 -1.16885 1.60208
H 1.59791 0.10902 3.50301
H -7.96415 -2.10595 -5.99691
H 4.68372 2.45482 2.21485
H 0.23780 -0.09287 0.18401
H 3.07629 -2.27039 2.26611
H -4.68976 0.58980 -3.42658
H 1.20710 3.74545 10.75537
H -3.27692 -2.07629 -3.24869
H 2.95569 2.83235 1.96629
H 1.38767 -4.12782 2.35304
H -8.35621 -2.47526 -7.67992
H 1.81645 1.73170 4.20552
H -1.25834 -3.34727 -1.35041
H -0.23367 0.90840 -3.29608
H -3.14845 -4.90888 -2.16502
H 3.08288 0.59477 0.54160
H 1.30375 1.53569 2.51143
H -3.38105 -0.41866 -0.67896
H 1.83471 0.15402 -1.26064
H -6.35765 0.52313 -2.77949
H -2.86671 0.82891 -1.77379
H -0.55081 1.72563 -1.80405
H 0.20113 -3.64916 0.24096
H -4.28266 -3.67716 -1.61214
H -2.71185 -2.51418 -0.79359
H -1.20549 4.34654 10.34552
H 2.94260 1.76001 -3.28138
H 1.64877 1.85693 -1.54639
H 3.38103 2.23186 -0.12167
H 0.12761 2.39421 11.06395
H 6.37201 -0.33771 -2.19708
H -1.30378 3.05938 9.12555
H 5.21952 -0.06487 0.08906
H 3.86775 1.60337 6.16124
H 1.68101 0.93856 -4.18390
H -1.78800 -1.69763 1.04518
H -6.10890 -1.34666 -7.52734

Total charge: -1
HOMO energy, eV: -5.0
Lowest unoccupied orbital energy, Ha: 0.082